The following is a DFT calculation (the ωB97M-V functional and the def2-TZVPD basis) of a molecular structure, C39H48N6OP2SSn in a non-equilibrium geometry.

```
! wB97M-V def2-TZVPD RIJCOSX def2/J DEFGRID3
* xyz 4 1
Sn -0.4474 0.1338 -0.7248
C -5.1017 -2.0307 -1.3616
C -3.9630 -2.2002 -2.3770
C -2.6969 -2.6308 -1.7136
N -1.7720 -1.8364 -1.2804
N -0.7004 -2.4600 -0.6728
C -0.8410 -3.7593 -0.6629
N 0.0395 -4.6091 -0.1087
S -2.3222 -4.2888 -1.3968
H -6.0238 -1.7836 -1.8836
H -4.8760 -1.2286 -0.6578
H -5.2696 -2.9503 -0.8006
H -3.7727 -1.2592 -2.8933
H -4.2466 -2.9436 -3.1221
H 0.9397 -4.2593 0.1771
H -0.0344 -5.5987 -0.2773
C -0.1120 3.7040 -5.2568
C -0.1844 2.1929 -5.2487
N -0.4574 1.7507 -3.8771
C -1.1220 2.4671 -2.9450
N -1.3314 1.9037 -1.7473
C -2.1550 2.6237 -0.7746
C -1.9233 4.1192 -0.8651
C -2.2193 4.5572 -2.2846
N -1.5281 3.7024 -3.2523
C -1.3754 4.2387 -4.6143
H -0.0253 4.0778 -6.2750
H 0.7594 4.0439 -4.6923
H 0.7534 1.7450 -5.5724
H -0.9738 1.8470 -5.9191
H -0.2934 0.7832 -3.6624
H -1.9091 2.2530 0.2310
H -3.2148 2.4018 -0.9391
H -0.8883 4.3539 -0.6040
H -2.5821 4.6524 -0.1806
H -1.8837 5.5802 -2.4488
H -3.2954 4.5300 -2.4748
H -1.3535 5.3244 -4.5448
H -2.2515 3.9732 -5.2122
C 0.2577 0.0714 4.8635
P 0.2955 0.0128 2.9504
C 1.6189 -1.2277 2.8223
C 2.4177 -1.1627 1.6790
C 3.4351 -2.0844 1.4746
C 3.6629 -3.0831 2.4116
C 2.8742 -3.1582 3.5532
C 1.8620 -2.2344 3.7621
C -1.2509 -0.9142 2.6833
C -1.3418 -2.3017 2.6074
C -2.5783 -2.9047 2.4118
C -3.7268 -2.1339 2.2925
C -3.6450 -0.7470 2.3511
C -2.4095 -0.1416 2.5272
P -0.4649 1.4181 5.7999
C 0.1628 2.9860 5.6072
C 1.2077 3.3017 4.6890
C 1.6820 4.5832 4.6468
C 1.1000 5.5819 5.4504
C 0.0502 5.3001 6.3259
C -0.4328 4.0177 6.4036
C -0.8760 1.0540 7.4498
C -0.0766 1.6373 8.4725
C -0.3318 1.2896 9.7789
C -1.4100 0.4596 10.0919
C -2.2059 -0.1032 9.0890
C -1.9474 0.1866 7.7708
H 1.2939 0.0749 5.2319
H -0.2451 -0.8253 5.2340
H 2.2540 -0.3739 0.9518
H 4.0632 -2.0181 0.5958
H 4.4613 -3.7972 2.2596
H 3.0472 -3.9398 4.2809
H 1.2612 -2.3215 4.6593
H -0.4564 -2.9163 2.7052
H -2.6455 -3.9840 2.3604
H -4.6889 -2.6112 2.1595
H -4.5407 -0.1457 2.2639
H -2.3442 0.9439 2.5664
H 1.6525 2.5278 4.0773
H 2.5144 4.8356 4.0045
H 1.4690 6.5981 5.3781
H -0.3847 6.0857 6.9286
H -1.2582 3.7831 7.0642
H 0.7553 2.2839 8.2307
H 0.3103 1.6678 10.5635
H -1.6451 0.2648 11.1308
H -3.0306 -0.7520 9.3502
H -2.5749 -0.2293 6.9920
C 3.6778 0.7888 -2.6474
C 2.7283 1.5611 -1.8018
C 3.1052 2.9450 -1.3870
O 1.6603 1.0723 -1.4247
H 3.7212 1.2458 -3.6408
H 3.3749 -0.2506 -2.7412
H 4.6898 0.8637 -2.2443
H 3.8395 3.3876 -2.0564
H 3.5676 2.8742 -0.3972
H 2.2220 3.5756 -1.3013
*
```

Calculated values
gap between HOMO and LUMO: 0.1624 Eh
lowest unoccupied orbital energy: -0.4912 Ha
energy above the lowest of the compared OMol25 structures with the same formula, charge and spin: 131.4 kJ/mol
highest occupied orbital energy: -17.8 eV